78
Properties=species:S:1:pos:R:3:forces:R:3:mulliken_charge:R:1 method="wB97M-V/def2-TZVPD" molar_mass_g_mol=533.69 e_tot_ha=-1725.8230 de_lowest_kcal_mol=5.0
H -3.365 -4.453 0.132 0.084 0.076 -0.211 0.3728
C -2.778 -3.537 0.092 0.155 0.227 -1.083 -0.5767
C 2.826 -0.575 4.907 1.426 -0.120 0.144 -1.1033
H 0.100 -3.397 -4.494 0.003 -0.439 0.111 0.3621
H -2.898 0.038 -2.710 0.347 -0.469 0.102 0.1963
C -0.047 2.999 2.977 -0.917 0.360 -0.620 -0.5050
H 0.794 -1.968 -5.248 0.219 0.152 0.143 0.2763
C 1.915 -4.482 3.331 -0.188 0.731 -1.000 -0.9619
H -3.035 -1.219 4.722 0.005 -0.105 -0.056 0.3938
C 4.004 -1.466 -0.047 -2.020 -1.399 0.594 0.2566
C -4.372 0.930 0.312 -0.125 0.346 -0.478 0.4426
N -2.610 2.326 2.998 0.352 0.398 -0.012 -0.5301
H 0.201 5.974 -1.667 0.252 -0.426 -0.086 0.2983
C -1.502 2.637 3.030 1.041 -0.331 0.037 0.3998
C 0.109 -0.408 -0.597 1.776 -0.682 -2.411 -0.5519
H -4.222 2.987 0.462 0.107 0.017 -0.225 0.2232
H 1.849 2.273 -1.344 0.176 -0.012 -0.659 0.1457
H 0.543 2.281 2.390 -0.410 0.053 0.282 0.0151
H 2.132 -2.123 0.890 0.402 0.104 -0.064 -0.3183
C -0.618 5.863 -0.963 -0.344 -0.071 -0.992 -0.9866
H 0.113 0.132 1.549 0.019 -0.104 -0.847 -0.5545
H -2.203 -3.433 0.983 0.452 0.023 0.768 0.0816
N -4.040 2.934 -2.973 -0.035 -0.316 -0.110 -0.5709
H 3.020 0.233 5.609 -0.358 0.300 -0.163 0.3396
N 4.363 3.258 -3.172 -1.041 -0.513 0.399 -0.4068
H -0.043 3.953 2.435 0.269 -0.121 0.127 0.2511
H -3.403 -2.663 -0.010 -0.510 0.188 0.235 0.1263
H 1.863 1.383 -2.922 -0.329 -0.118 0.217 -0.0733
H -1.219 -0.851 0.928 -0.297 -0.452 0.161 -0.4918
C -1.863 -3.476 -1.063 0.100 -0.480 0.083 0.3434
H 3.171 -3.394 0.060 -0.300 0.681 0.307 0.3427
N 0.052 -2.648 2.990 0.401 -0.711 -0.258 -0.2264
H -2.082 0.740 -4.123 0.191 -0.225 -0.191 0.3783
H 3.404 -0.406 -2.584 -0.135 0.103 0.138 -0.2250
C 0.843 -3.482 3.097 0.015 0.302 1.089 0.2946
C 1.979 2.349 -2.440 1.092 0.434 -0.169 -0.0840
H -5.818 2.366 0.728 -0.009 -0.102 -0.153 0.3497
N 0.601 -0.674 -1.638 -1.560 0.986 3.228 0.2365
C 3.344 2.833 -2.824 0.086 0.387 0.102 0.0633
C 2.472 -0.090 3.576 -0.846 0.047 -0.231 0.4161
C -0.954 4.443 -0.715 0.563 1.424 0.239 0.3271
H -2.521 -1.227 3.047 0.588 0.290 0.201 0.0105
N -0.283 0.090 4.982 1.270 0.477 0.676 -0.4415
C -1.281 -1.995 -5.241 0.952 -0.143 0.480 0.2393
C -2.353 0.892 -3.089 -1.154 1.314 0.266 0.0064
N -3.911 -0.108 0.460 0.128 -0.376 0.081 -0.3626
C -1.273 -0.226 4.523 -0.507 -0.232 -0.867 0.5582
H -5.196 2.458 -0.924 -0.030 -0.045 -0.807 0.3369
H 1.878 -5.039 4.277 -0.305 0.359 -0.411 0.3452
C 0.016 -2.329 -4.581 -1.101 0.412 -0.717 -0.0035
C -0.539 -0.058 0.678 -0.048 0.119 -0.509 1.7796
C -3.360 2.010 -3.051 1.170 -0.133 0.124 0.0887
H 0.042 -1.889 -3.586 0.178 0.057 -0.143 -0.3960
H 0.419 3.145 3.949 -0.340 -0.186 0.060 0.3585
C 3.651 -1.031 -3.434 -0.439 -0.121 0.010 -0.0658
H 2.246 -2.235 -0.876 -0.112 0.063 0.144 -0.1987
H 2.128 -1.263 5.384 -0.192 0.134 -0.522 0.2814
N -2.239 -1.676 -5.786 -0.186 0.009 0.021 -0.4656
H -1.439 6.383 -1.448 -0.373 -0.216 0.001 0.2991
C 2.805 -2.341 0.055 0.844 -0.449 -0.711 0.3094
C 5.033 -0.759 -3.815 2.810 0.185 -1.021 0.0479
H 1.262 3.058 -2.861 -0.048 -0.158 0.135 0.3124
H -0.355 6.471 -0.119 0.042 -0.314 0.855 0.3210
H 2.874 -3.960 3.217 -0.174 -0.137 0.259 0.2716
H -3.186 0.239 3.792 0.398 -0.028 -0.058 0.3780
H 3.511 -2.071 -3.127 0.294 0.049 0.018 0.3404
H 2.906 -0.865 -4.227 0.542 0.214 0.065 0.2965
H 3.821 -1.045 4.810 -0.430 -0.145 0.025 0.3812
N 6.156 -0.584 -4.110 -3.035 -0.430 0.774 -0.4262
H -1.163 0.795 0.427 -0.047 0.343 0.324 -0.2757
N -1.124 -3.424 -1.943 -0.347 -0.062 0.368 -0.3571
C -2.528 -0.620 3.960 -1.778 -0.513 0.181 -0.8575
H 1.830 -5.120 2.455 0.221 -0.595 0.219 0.3160
N -1.164 3.346 -0.466 -0.131 -0.490 -0.030 -0.2270
N 2.152 0.261 2.525 0.477 -0.199 0.718 -0.3687
C -4.938 2.255 0.087 -0.011 0.086 1.694 -0.9760
N 4.976 -0.886 -0.144 1.216 0.910 -0.146 -0.4593
H -1.484 1.161 -2.466 -0.454 -0.191 -0.244 -0.1635



73
Properties=species:S:1:pos:R:3:forces:R:3:mulliken_charge:R:1 method="wB97M-V/def2-TZVPD" molar_mass_g_mol=604.28 e_tot_ha=-2358.7508 charge=-2 de_lowest_kcal_mol=3.9
C 0.140 -0.305 2.674 -0.025 -0.079 -0.022 0.4439
H 5.154 -1.913 -0.626 -0.001 0.001 -0.003 0.3655
C 3.832 -1.850 -3.504 -0.008 -0.011 -0.023 -1.1662
H 0.276 5.085 0.469 0.031 0.022 -0.063 0.1681
C -1.618 4.541 2.778 -0.004 0.004 0.016 -0.4298
C -0.700 -2.295 4.437 0.016 -0.028 -0.015 -0.4298
H 3.886 -3.143 -0.452 0.001 -0.002 0.003 0.3225
H -3.217 -2.187 0.901 -0.010 -0.001 0.000 0.3223
C 0.483 -1.638 2.445 -0.038 0.048 0.005 -0.4451
C -0.824 -2.420 -1.951 0.021 0.042 0.028 0.3785
C 0.615 -2.568 -2.068 0.010 0.006 -0.023 0.3010
H -2.185 5.418 3.070 -0.004 -0.001 -0.004 0.3207
S 0.777 0.871 1.425 0.063 -0.039 -0.004 1.2948
H -0.882 1.054 3.989 0.004 0.018 -0.009 0.3684
H -1.750 -5.539 -3.055 -0.006 0.002 0.000 0.3307
C -1.616 -3.516 -2.319 -0.002 0.027 -0.006 -0.1934
H 2.856 0.900 1.221 -0.010 -0.007 0.001 0.2969
H 1.527 3.229 2.912 0.001 0.012 0.006 0.3927
H 3.862 -2.936 -3.607 0.007 -0.012 0.002 0.3240
C 0.064 -2.623 3.321 -0.013 -0.022 0.021 -0.7117
C -3.087 1.120 -1.371 0.039 0.042 -0.038 -0.7094
N 2.239 1.238 1.955 -0.033 0.021 -0.021 -1.0639
C 3.457 0.575 -1.829 -0.002 0.033 0.006 -0.6404
O 0.041 3.118 -1.272 -0.033 -0.054 -0.057 -0.5160
H 1.686 3.106 -0.003 -0.006 -0.034 -0.004 -0.0456
C 0.469 3.336 2.704 -0.024 0.003 0.025 -0.3646
H 3.011 1.073 -2.695 0.001 -0.001 -0.003 0.2216
H -4.317 -0.799 1.002 -0.004 0.012 -0.013 0.3395
C -2.236 3.513 2.072 0.012 -0.013 -0.013 -0.7972
H -4.616 -2.454 -1.723 0.020 0.003 0.001 0.3515
H -4.048 -1.533 -3.121 -0.017 0.002 -0.006 0.3368
H 1.050 -1.891 1.556 0.006 0.014 -0.008 0.2100
C -4.314 -1.459 -2.063 -0.019 -0.032 -0.013 -1.4068
C -0.611 0.026 3.792 0.025 -0.013 0.032 -0.1115
H 0.727 -5.798 -3.232 -0.003 -0.002 -0.002 0.3256
H -2.271 1.730 -0.981 -0.020 -0.020 -0.004 0.0066
C -0.268 4.453 3.088 0.006 -0.035 0.050 -0.8547
H -1.040 -3.070 5.114 0.001 -0.002 -0.003 0.3533
C 1.257 3.683 -0.828 0.006 0.021 0.021 0.4637
H 0.217 5.260 3.626 0.005 0.000 -0.003 0.3123
C 1.111 -3.797 -2.523 -0.030 0.005 0.005 -0.3043
C -3.299 -1.108 0.738 0.007 -0.004 0.055 -0.7777
H -1.629 -0.702 5.533 -0.003 -0.001 0.001 0.3639
H 0.319 -3.656 3.119 -0.001 -0.001 0.002 0.3803
C 0.982 5.100 -0.364 -0.022 0.012 0.007 -1.2671
H 1.905 5.584 -0.032 0.003 0.009 0.002 0.3337
H -1.941 1.604 1.098 -0.034 0.007 0.020 -0.0271
Pd 0.275 -0.116 -0.379 -0.015 0.002 0.117 0.0072
N 1.398 -1.507 -1.702 0.001 -0.027 -0.054 0.3515
H 4.539 0.748 -1.846 0.004 0.001 -0.005 0.3527
C -0.157 2.318 2.008 -0.013 0.004 0.015 -0.1177
C -1.502 2.406 1.680 0.035 -0.013 -0.001 0.0773
N -1.308 -1.228 -1.478 -0.024 0.003 0.008 0.2287
H 0.069 2.149 -1.122 0.040 0.024 -0.015 0.1565
H 2.002 3.683 -1.637 -0.021 0.006 -0.008 0.3188
C 0.286 -4.866 -2.889 -0.022 0.019 0.005 -0.7632
H 2.187 -3.926 -2.575 0.017 0.007 -0.001 0.1594
Si 3.046 -1.264 -1.870 0.028 0.012 0.041 -0.2454
H -2.598 -0.628 1.425 0.004 -0.005 0.014 0.0680
H -5.185 -0.799 -1.975 -0.005 -0.003 0.000 0.3582
C 4.078 -2.067 -0.492 0.010 0.001 0.007 -1.0114
H 4.858 -1.473 -3.583 -0.003 0.008 0.001 0.3181
Si -2.856 -0.729 -1.063 0.044 -0.016 -0.058 -0.0373
H 3.036 1.049 -0.939 0.002 0.005 0.000 -0.1268
H 0.547 5.692 -1.173 0.007 -0.005 -0.013 0.3521
C -1.032 -0.971 4.669 0.009 0.055 -0.020 -0.7800
H -3.119 1.297 -2.451 -0.022 -0.022 0.004 0.3151
H -2.691 -3.422 -2.227 -0.016 -0.009 -0.009 0.1781
H -3.283 3.585 1.806 0.000 0.001 -0.001 0.4015
H 3.259 -1.454 -4.348 -0.001 -0.009 -0.001 0.2968
C -1.084 -4.723 -2.789 0.027 0.002 0.010 -0.7472
H 3.790 -1.642 0.475 -0.002 -0.013 0.002 0.2372
H -4.033 1.472 -0.944 0.001 0.021 0.011 0.2854



72
Properties=species:S:1:pos:R:3:forces:R:3:mulliken_charge:R:1 method="wB97M-V/def2-TZVPD" molar_mass_g_mol=656.87 e_tot_ha=-2049.9308 charge=+3 de_lowest_kcal_mol=52.8
H 4.507 3.187 -0.522 0.033 -0.037 0.135 0.5501
C 4.197 -3.652 1.574 0.594 -0.084 0.399 -0.1818
H 0.594 4.151 0.332 0.047 0.061 -0.045 0.4070
C -2.980 -4.094 -0.964 -0.147 -0.080 -0.058 -0.7853
H 3.796 -5.717 2.096 -0.007 -0.131 -0.053 0.3668
H -4.294 0.852 -2.722 -0.034 -0.012 -0.057 0.4634
H -2.857 -0.490 -1.268 0.157 0.076 0.073 0.2488
H -3.400 2.318 -2.375 0.057 0.133 -0.013 0.4309
H -0.224 0.752 2.399 0.141 0.044 0.135 0.3879
P -1.357 1.058 -0.251 0.105 -0.888 -0.226 -0.3114
H -4.130 0.165 0.679 -0.176 -0.054 -0.102 0.3860
C -3.599 -4.104 0.283 0.251 0.074 -0.019 -0.5473
C -2.494 0.481 -1.632 0.201 0.312 0.294 0.9046
C -1.238 -2.642 -0.104 -0.848 -0.863 0.236 0.6912
H -1.952 -0.636 1.258 0.035 0.302 -0.159 -2.1089
H -3.435 -3.509 2.339 -0.027 -0.036 0.105 0.5072
H 3.809 4.828 -2.226 0.041 0.050 -0.071 0.4939
N 2.409 -0.167 0.128 -0.774 0.977 -1.432 0.3596
C -2.999 -3.448 1.354 -0.070 -0.109 -0.074 -0.7548
H -0.720 -0.269 -2.738 0.424 -0.291 -0.085 0.3650
H -4.346 1.522 -1.108 -0.039 0.054 0.052 0.3703
C -3.698 1.358 -1.962 -0.115 -0.118 0.074 -1.7525
C -0.105 -1.845 -0.424 -0.010 2.299 -0.179 0.1415
H 2.769 -4.458 0.251 -0.186 0.233 0.023 0.3009
C 3.195 0.879 0.109 0.179 -0.784 0.472 1.0262
H 5.324 1.020 0.155 0.037 -0.004 -0.112 0.4380
H 4.609 0.041 1.444 0.026 0.026 -0.006 0.3036
H 0.804 2.458 0.809 0.067 0.094 0.116 0.3275
H -1.598 0.336 3.421 -0.026 -0.073 0.055 0.5372
H 5.084 -3.814 0.955 -0.059 0.055 0.018 0.3135
C 4.045 -4.777 2.582 -0.051 0.102 0.020 -1.2614
C -1.291 0.911 2.551 0.063 -0.080 -0.125 -1.7787
C -1.685 0.260 -2.913 -0.125 0.344 0.496 -1.5587
C -1.811 -3.394 -1.162 0.299 0.338 0.279 -0.5698
C -1.831 -2.736 1.172 0.372 0.020 -0.265 -0.2375
H 1.740 4.357 -3.557 -0.115 0.060 -0.094 0.5210
C -1.099 2.905 -0.184 -0.041 -0.454 -0.075 1.0416
H 3.287 -4.549 3.327 -0.095 -0.006 -0.008 0.3354
H -3.399 -4.657 -1.786 -0.088 0.018 -0.036 0.4712
C 2.524 -2.452 0.268 -0.744 0.659 -0.897 0.7253
C 3.203 3.955 -2.030 -0.429 -0.047 -0.271 -0.6696
C 2.046 3.703 -2.757 0.189 -0.043 0.231 -0.8567
H -1.467 1.955 2.788 -0.005 0.145 -0.005 0.2806
H -2.252 -0.362 -3.605 0.205 -0.144 -0.065 0.5025
H -0.883 3.198 -1.215 -0.055 -0.074 0.007 0.3828
H -3.868 1.718 1.473 -0.041 0.191 -0.004 0.3111
H 4.295 -2.689 2.070 -0.019 -0.050 -0.043 0.1934
H -2.566 3.469 1.323 -0.012 -0.066 0.100 0.3207
S 1.294 -2.567 -1.211 0.727 0.977 -0.093 -0.2791
H -2.191 4.703 0.144 0.003 0.108 -0.001 0.4853
C 1.289 2.585 -2.445 -0.178 0.360 -0.519 -0.0047
C -2.360 3.636 0.271 -0.122 0.091 -0.199 -1.5833
H -0.259 3.515 1.718 -0.022 0.004 0.090 0.4523
Re 0.764 -0.146 -1.089 -1.049 -2.890 0.438 1.0088
C 3.581 3.047 -1.054 -0.341 -0.735 0.373 -0.8979
N 3.045 -3.577 0.672 -0.183 -0.586 -0.201 -0.1633
C 0.084 3.271 0.719 0.106 -0.093 -0.020 -1.5774
H 4.500 1.803 1.495 -0.006 0.123 0.037 0.4313
H -3.911 0.247 2.411 -0.025 -0.073 0.130 0.4954
H -1.348 -3.372 -2.138 0.018 -0.102 -0.129 0.4856
H -3.233 3.370 -0.317 -0.088 0.045 0.026 0.3730
C -2.083 0.443 1.334 0.224 0.097 -0.119 3.1697
N 1.618 1.717 -1.483 0.261 0.523 0.042 0.1230
H 0.388 2.378 -3.009 -0.010 -0.064 0.065 0.3616
H 4.989 -4.920 3.102 0.059 0.008 0.009 0.3803
C -3.586 0.675 1.466 0.041 -0.051 -0.086 -1.5811
H -1.314 -2.316 2.021 -0.034 0.134 0.155 0.4667
H -4.517 -4.653 0.425 -0.049 -0.042 0.030 0.4856
N 2.823 -1.290 0.699 0.988 -0.797 1.457 -1.2519
C 2.777 1.937 -0.794 0.368 0.914 -0.351 0.8720
H -1.485 1.205 -3.411 0.133 0.028 -0.073 0.3823
C 4.481 0.933 0.840 -0.006 -0.118 0.203 -1.6667